Entry 1:
The molecule C6H11ClN2 at a distorted geometry, computed with ωB97M-V with the def2-TZVPD basis set.

Calculated values
net charge = 0
frontier orbital gap (alpha / beta) = 8.175 / 8.173 eV

Geometry as XYZ:
```
20
C6H11ClN2 ωB97M-V with the def2-TZVPD basis set
Cl -3.334 0.429 -0.547
N -1.260 0.376 1.029
N -0.182 0.838 1.126
C 0.896 0.607 -0.151
C -2.069 -1.848 0.323
C 1.680 -0.338 0.673
C 1.495 2.028 -0.331
C 0.213 0.044 -1.285
C -1.884 -0.388 0.096
H 1.985 1.925 -1.201
H -2.805 -1.932 1.006
H 1.928 0.026 1.604
H 2.125 2.332 0.431
H 1.254 -1.360 0.895
H -0.395 0.524 -2.003
H -1.064 -2.204 0.617
H -2.244 -2.455 -0.495
H 0.655 2.887 -0.362
H 0.268 -1.012 -1.649
H 2.739 -0.478 0.224
```

Atomic partial charges in e from the Löwdin method, atoms 1 to 6: number 1, Cl, carries 0.608; number 2, N, carries -0.041; number 3, N, carries 0.130; number 4, C, carries -0.572; number 5, C, carries -0.096; number 6, C, carries -0.098

Entry 2:
C13H24Cl2N3PSc as an isolated structure at a distorted geometry, computed with ωB97M-V with the def2-TZVPD basis set.

Calculated values
net charge = -1
frontier orbital gap (alpha / beta) = 4.709 / 4.708 eV

Geometry as XYZ:
```
44
C13H24Cl2N3PSc ωB97M-V with the def2-TZVPD basis set
Sc 2.521 -0.099 -1.343
Cl 2.403 1.581 0.256
Cl 1.537 -2.076 -0.646
P 0.109 -0.464 2.322
N -1.347 0.581 4.483
N -0.612 -1.750 4.716
N 1.017 0.078 4.924
C -2.573 0.480 -2.341
C 1.458 0.069 3.525
C -2.447 -0.525 -3.501
C -0.396 -1.995 3.288
C 4.428 -0.648 -0.884
C -1.705 -0.779 4.941
C 0.620 -1.271 5.381
C -0.118 0.840 -2.341
C -1.299 1.180 -1.947
C -1.108 -0.506 -4.244
C 0.129 -0.263 -3.346
C -1.233 0.648 3.026
C -0.100 1.019 5.148
H 1.794 1.068 3.219
H -2.981 -0.063 -1.476
H -3.355 1.210 -2.591
H 5.144 0.028 -0.377
H 0.425 -1.222 6.464
H -1.005 1.678 2.719
H 0.181 2.007 4.758
H 0.773 1.430 -2.010
H -2.633 -1.529 -3.104
H 0.978 -0.041 -4.015
H 2.300 -0.626 3.408
H -1.319 -2.384 2.839
H 1.435 -1.974 5.163
H -1.157 0.305 -4.981
H 4.876 -1.644 -1.052
H 0.397 -2.745 3.157
H -3.247 -0.333 -4.228
H -2.188 0.353 2.570
H -1.441 1.997 -1.230
H 0.371 -1.215 -2.834
H -0.995 -1.440 -4.815
H -0.293 1.070 6.232
H -2.595 -1.115 4.392
H -1.907 -0.734 6.023
```

Atomic partial charges in e from the Löwdin method, atoms 1 to 6: number 1, Sc, carries 0.024; number 2, Cl, carries -0.085; number 3, Cl, carries -0.094; number 4, P, carries 0.967; number 5, N, carries -0.181; number 6, N, carries -0.179

Entry 3:
AlH16O8 as an isolated structure at a distorted geometry, computed with ωB97M-V with the def2-TZVPD basis set.

Calculated values
net charge = +3
frontier orbital gap = 5.396 eV

Geometry as XYZ:
```
25
AlH16O8 ωB97M-V with the def2-TZVPD basis set
Al 0.135 0.077 -0.184
O 0.447 2.900 -0.211
O -2.442 -0.658 -1.358
O -0.715 1.436 -2.540
O -0.088 1.279 2.455
O 2.381 -1.545 -0.818
O -0.559 -2.756 -0.215
O -1.730 -1.106 1.719
O 2.690 0.754 0.950
H 1.225 3.192 -0.709
H -0.731 0.946 3.099
H 2.778 1.586 1.441
H -0.164 -3.409 0.383
H 3.084 -1.298 -1.442
H -2.577 -1.534 -1.750
H -2.646 -0.839 1.896
H 3.274 0.127 1.408
H -1.071 -3.279 -0.849
H -1.615 1.495 -2.895
H 0.127 3.695 0.248
H -1.628 -1.964 2.155
H -3.076 -0.083 -1.813
H 2.519 -2.490 -0.642
H 0.513 1.843 2.966
H -0.134 1.630 -3.294
```

Atomic partial charges in e from the Löwdin method, atoms 1 to 6: number 1, Al, carries 1.632; number 2, O, carries -0.021; number 3, O, carries -0.019; number 4, O, carries -0.015; number 5, O, carries -0.036; number 6, O, carries -0.018

Entry 4:
C20H20N5NiO5 as an isolated structure at a distorted geometry, computed with ωB97M-V with the def2-TZVPD basis set.

Calculated values
net charge = +1
spin multiplicity = 3
⟨S²⟩ = 2.00
frontier orbital gap (alpha / beta) = 7.207 / 6.944 eV

Geometry as XYZ:
```
51
C20H20N5NiO5 ωB97M-V with the def2-TZVPD basis set
Ni -0.257 1.448 -0.382
O 2.078 1.716 -0.212
O 2.244 -0.660 -1.009
O 0.720 -6.763 -0.754
O 0.054 -0.570 -0.419
O -1.234 -5.547 -0.436
N -4.251 0.948 -1.039
N -1.989 0.944 -1.099
N 0.229 5.563 -0.745
N 0.079 1.421 1.604
N -0.083 3.351 -1.141
C -0.388 4.399 -0.350
C -0.180 -4.673 -0.700
C -0.894 1.504 2.537
C 0.734 3.850 -2.139
C -0.674 -6.893 -0.613
C 2.291 -3.452 -1.201
C -2.456 -0.305 -1.517
C -0.661 1.574 3.939
C 1.138 -1.145 -0.771
C 2.242 -4.825 -1.077
C -3.107 1.638 -0.822
C 1.628 1.882 3.408
C 2.492 1.608 1.157
C 0.650 1.719 4.376
C -0.141 -3.286 -0.849
C 1.126 -2.669 -1.011
C 0.934 5.202 -1.883
C 1.328 1.761 2.060
C -3.812 -0.311 -1.506
C 1.001 -5.409 -0.766
H -1.557 1.559 4.583
H -3.146 2.603 -0.407
H 2.584 2.263 3.796
H -0.848 -7.495 0.270
H 0.352 6.454 -0.279
H -1.056 4.310 0.572
H 3.284 -2.962 -1.463
H 3.182 2.424 1.393
H -5.272 1.141 -1.002
H -1.048 -2.738 -0.676
H 1.366 5.898 -2.557
H 3.028 0.681 1.322
H -4.442 -1.140 -1.594
H 3.094 -5.498 -1.383
H 2.300 0.788 -0.612
H 1.117 3.233 -2.931
H -1.889 1.223 2.195
H -1.033 -7.317 -1.591
H -1.698 -1.107 -1.696
H 0.841 1.663 5.418
```

Atomic partial charges in e from the Löwdin method, atoms 1 to 6: number 1, Ni, carries 0.720; number 2, O, carries -0.128; number 3, O, carries 0.034; number 4, O, carries 0.013; number 5, O, carries -0.100; number 6, O, carries 0.008

Entry 5:
C3H5NO3S as an isolated structure at a distorted geometry, computed with ωB97M-V with the def2-TZVPD basis set.

Calculated values
net charge = 0
frontier orbital gap = 11.939 eV

Geometry as XYZ:
```
13
C3H5NO3S ωB97M-V with the def2-TZVPD basis set
S -2.816 -0.034 0.037
O -1.933 -1.395 0.443
O -3.524 -0.343 -1.142
O -3.494 0.314 1.253
N -1.580 1.114 -0.339
C -0.440 0.196 -0.536
C -0.590 0.968 0.707
C -0.893 -1.325 -0.455
H -0.003 -1.918 -0.070
H 0.208 0.277 -1.368
H -0.945 0.431 1.601
H -1.467 -1.332 -1.412
H -0.107 1.916 0.881
```

Atomic partial charges in e from the Löwdin method, atoms 1 to 6: number 1, S, carries 0.662; number 2, O, carries -0.211; number 3, O, carries -0.229; number 4, O, carries -0.249; number 5, N, carries -0.071; number 6, C, carries -0.235

Entry 6:
C6H14N2 as an isolated structure at a distorted geometry, computed with ωB97M-V with the def2-TZVPD basis set.

Calculated values
net charge = 0
frontier orbital gap = 8.355 eV

Geometry as XYZ:
```
22
C6H14N2 ωB97M-V with the def2-TZVPD basis set
N -1.856 -0.515 -0.797
N -1.506 1.399 0.456
C 0.046 -1.728 1.072
C 0.299 -0.320 0.531
C 1.796 0.113 -1.993
C -0.865 0.307 -0.167
C 0.941 0.576 1.588
C 0.804 0.815 -2.281
H 0.265 0.747 2.430
H -1.432 -1.248 -1.351
H -2.210 1.819 -0.137
H 1.851 0.111 1.969
H -0.700 -1.714 1.871
H -0.299 -2.412 0.296
H 1.093 -0.427 -0.304
H 0.321 1.360 -3.073
H -2.484 -0.926 -0.114
H 2.803 -0.179 -2.199
H 1.229 1.542 1.170
H -0.887 2.095 0.844
H -0.177 0.724 -1.291
H 0.970 -2.140 1.480
```

Atomic partial charges in e from the Löwdin method, atoms 1 to 6: number 1, N, carries 0.060; number 2, N, carries 0.085; number 3, C, carries -0.067; number 4, C, carries -0.413; number 5, C, carries -0.010; number 6, C, carries -0.487

Which of these has the lowest net charge?
C13H24Cl2N3PSc

Which formula does entry 4 have?
C20H20N5NiO5

Look up the net charge of the second one.
-1

Which formula does entry 6 have?
C6H14N2